No. 1
Formula: C4H6O2
Source: the OMol25 dataset
Level of theory: ωB97M-V/def2-TZVPD

Computed properties:
orbital gap	9.77	eV
calculated total energy	-306.372847	a.u.
LUMO	0.08	eV
molar mass	86.1	g mol⁻¹
HOMO energy	-0.356	Eh
energy relative to the best compared isomer or geometry (same formula, charge and spin)	83.7	kcal/mol

Geometry as ORCA input:
```
! wB97M-V def2-TZVPD RIJCOSX def2/J DEFGRID3
* xyz 0 1
C -1.518 0.145 1.077
C -0.790 -0.072 -0.212
O -1.379 -0.115 -1.279
C 0.650 -0.229 -0.075
C 1.449 0.256 -1.171
O 2.600 -0.227 -1.005
H -1.477 1.211 1.340
H -1.090 -0.401 1.930
H -2.561 -0.134 0.919
H 1.128 0.043 0.873
H 1.567 -1.294 -0.296
H 1.420 0.815 -2.102
*
```

=====

No. 2
Formula: C2H10N3O
Source: the OMol25 dataset
Level of theory: ωB97M-V/def2-TZVPD

Computed properties:
orbital gap	11.64	eV
calculated total energy	-321.493420	a.u.
LUMO	-3.26	eV
molar mass	92.1	g mol⁻¹
HOMO energy	-0.548	Eh
energy relative to the best compared isomer or geometry (same formula, charge and spin)	19.8	kcal/mol

Geometry as ORCA input:
```
! wB97M-V def2-TZVPD RIJCOSX def2/J DEFGRID3
* xyz 1 1
C 0.363 0.193 1.474
N -0.862 -0.301 0.852
C -1.139 -0.272 -0.440
N -1.817 -1.300 -0.995
N -0.815 0.788 -1.213
H 1.149 -0.565 1.431
H 0.725 1.138 1.096
H 0.239 0.268 2.555
H -1.381 -0.957 1.420
H -2.390 -1.098 -1.817
H -2.390 -1.875 -0.387
H -0.896 0.516 -2.171
H -0.038 1.371 -0.937
H 3.713 0.793 0.184
H 2.689 0.333 -0.882
O 2.849 0.967 -0.171
*
```

=====

No. 3
Formula: C29H32BrN2O4S3SbSe4V
Source: the OMol25 dataset
Level of theory: ωB97M-V/def2-TZVPD

Computed properties:
orbital gap (spin up / spin down)	5.66 / 5.63	eV
calculated total energy	-16093.543317	a.u.
LUMO (spin up / spin down)	3.37 / 3.37	eV
molar mass	1137.2	g mol⁻¹
HOMO energy (spin up / spin down)	-0.084 / -0.083	Eh
energy relative to the best compared isomer or geometry (same formula, charge and spin)	15.3	kcal/mol

Geometry as ORCA input:
```
! wB97M-V def2-TZVPD RIJCOSX def2/J DEFGRID3
* xyz -2 4
V 0.872 0.667 -0.812
C -1.817 2.015 2.596
C -0.649 1.615 1.739
N -0.702 1.585 0.449
N -1.880 2.072 -0.113
C -1.763 2.300 -1.374
S -0.410 1.995 -2.404
S -3.142 3.228 -2.058
C -2.312 4.864 -1.994
C -1.840 5.220 -0.611
C -2.728 5.725 0.335
C -2.313 5.968 1.635
C -1.002 5.695 2.010
C -0.110 5.192 1.074
C -0.525 4.968 -0.232
C 0.618 1.271 2.396
C 0.638 0.859 3.735
C 1.822 0.580 4.384
C 3.029 0.746 3.691
C 3.045 1.170 2.384
C 1.841 1.427 1.691
O 1.877 1.786 0.437
H -2.570 2.521 2.002
H -1.481 2.658 3.408
H -2.262 1.119 3.038
H -3.065 5.569 -2.349
H -1.483 4.848 -2.700
H -3.761 5.901 0.053
H -3.016 6.356 2.362
H -0.682 5.864 3.031
H 0.907 4.946 1.355
H 0.170 4.544 -0.947
H -0.300 0.732 4.262
H 1.816 0.236 5.411
H 3.968 0.524 4.186
H 3.967 1.281 1.824
C -1.885 -2.933 -5.343
C -1.807 -3.649 -3.999
C -1.294 -2.751 -2.879
S 0.530 -2.609 -2.841
O 1.034 -2.933 -4.206
C 0.832 -4.116 -1.878
C 2.332 -4.381 -1.806
C 3.041 -3.453 -0.827
H -2.386 -3.553 -6.090
H -0.885 -2.690 -5.698
H -2.448 -2.000 -5.249
H -1.158 -4.524 -4.094
H -2.798 -4.019 -3.718
H -1.589 -3.102 -1.889
H -1.668 -1.731 -2.982
H 0.286 -4.928 -2.364
H 0.408 -3.944 -0.882
H 2.756 -4.259 -2.808
H 2.485 -5.425 -1.518
H 2.957 -2.411 -1.137
H 4.104 -3.687 -0.765
H 2.604 -3.531 0.173
Se 5.842 0.905 -0.091
Sb 4.986 0.082 -2.187
Se 6.094 0.652 -4.309
Se 5.491 -2.225 -2.869
Se 2.581 0.763 -2.518
Br -4.529 -2.519 2.844
C -2.633 -2.514 2.701
C -1.880 -3.049 3.734
C -0.495 -3.029 3.640
C 0.123 -2.481 2.528
C -0.652 -1.960 1.500
C -2.040 -1.968 1.578
C 0.015 -1.297 0.333
O -0.680 -0.815 -0.607
O 1.258 -1.128 0.348
H -2.372 -3.465 4.603
H 0.101 -3.429 4.450
H 1.200 -2.415 2.448
H -2.619 -1.528 0.777
*
```

=====

No. 4
Formula: C11H12
Source: the OMol25 dataset
Level of theory: ωB97M-V/def2-TZVPD

Computed properties:
orbital gap	8.86	eV
calculated total energy	-426.205865	a.u.
LUMO	0.88	eV
molar mass	144.2	g mol⁻¹
HOMO energy	-0.293	Eh
energy relative to the best compared isomer or geometry (same formula, charge and spin)	53.8	kcal/mol

Geometry as ORCA input:
```
! wB97M-V def2-TZVPD RIJCOSX def2/J DEFGRID3
* xyz 0 1
C 2.436 -0.780 1.893
C 2.381 0.622 1.761
C 1.605 -1.651 1.225
C 1.410 1.164 0.899
C 0.732 -1.074 0.311
C 0.597 0.294 0.142
C -3.030 0.853 -0.251
C -1.750 0.744 0.127
C -0.417 -1.635 -0.550
C -0.664 0.370 -0.786
C -0.659 0.613 -2.258
H 3.306 -1.189 2.437
H 3.123 1.236 2.274
H 2.028 -2.740 1.301
H 1.279 2.236 0.670
H -3.802 1.028 0.450
H -3.386 0.695 -1.250
H -1.501 0.831 1.108
H -0.297 -1.775 -1.594
H -1.440 -1.872 -0.018
H -1.550 0.183 -2.694
H 0.183 0.121 -2.852
H -0.582 1.723 -2.344
*
```

=====

No. 5
Formula: C3H2N2O
Source: the OMol25 dataset
Level of theory: ωB97M-V/def2-TZVPD

Computed properties:
orbital gap	8.84	eV
calculated total energy	-300.121398	a.u.
LUMO	-1.58	eV
molar mass	82.1	g mol⁻¹
HOMO energy	-0.383	Eh
energy relative to the best compared isomer or geometry (same formula, charge and spin)	69.0	kcal/mol

Geometry as ORCA input:
```
! wB97M-V def2-TZVPD RIJCOSX def2/J DEFGRID3
* xyz 0 1
O -0.792 -0.860 0.998
C -0.243 -0.090 -0.506
C -0.153 1.360 -0.664
N -0.107 2.514 -0.758
C 0.821 -0.786 0.109
N 1.841 -1.257 0.386
H -0.618 -0.315 1.799
H -0.749 -0.567 -1.364
*
```